The following is a DFT calculation (the ωB97M-V functional and the def2-TZVPD basis) of a 9-piece molecular cluster, C22H53Cl8NO5 overall at a distorted geometry.

Last column: Löwdin charge in e.
Geometry (Å):
Cl (-1.574, 1.263, 1.088)  0.54
C (-0.739, 0.143, -0.046)  -0.62
C (0.586, -0.254, 0.737)  -0.63
Cl (1.405, -1.470, -0.297)  0.59
H (-0.555, 0.699, -0.966)  0.03
H (-1.312, -0.780, -0.138)  0.03
H (0.533, -0.666, 1.744)  0.02
H (1.220, 0.633, 0.732)  0.04
Cl (-2.732, 1.535, -2.708)  0.62
C (-3.799, 2.929, -2.840)  -0.69
C (-4.813, 3.079, -1.721)  -0.64
Cl (-5.669, 1.514, -1.603)  0.55
H (-4.435, 2.792, -3.715)  0.07
H (-3.308, 3.897, -2.938)  0.08
H (-5.435, 3.928, -2.002)  0.09
H (-4.325, 3.126, -0.748)  0.03
Cl (2.696, -0.922, 3.546)  0.63
C (4.412, -1.139, 3.800)  -0.66
C (4.977, 0.043, 4.563)  -0.64
Cl (4.127, 0.155, 6.128)  0.54
H (5.026, -1.137, 2.899)  0.08
H (4.496, -2.087, 4.331)  0.07
H (4.802, 1.007, 4.085)  0.04
H (6.055, 0.044, 4.721)  0.08
Cl (-3.502, -2.132, 1.282)  0.53
C (-5.237, -1.624, 1.052)  -0.59
C (-6.162, -2.813, 1.288)  -0.66
Cl (-6.254, -4.071, 0.010)  0.52
H (-5.297, -1.099, 0.099)  0.05
H (-5.368, -0.881, 1.839)  0.07
H (-7.199, -2.482, 1.333)  0.06
H (-5.867, -3.264, 2.236)  0.06
C (3.488, 4.330, 2.023)  -0.05
C (2.924, 3.005, 2.493)  -0.48
C (2.880, 2.828, 4.030)  -0.08
O (1.572, 2.935, 2.118)  -0.08
H (3.248, 4.502, 0.974)  0.08
H (4.563, 4.245, 2.183)  0.08
H (3.155, 5.204, 2.583)  0.08
H (3.453, 2.175, 2.024)  0.13
H (3.821, 3.110, 4.502)  0.08
H (2.480, 1.928, 4.497)  0.04
H (2.223, 3.547, 4.520)  0.08
H (1.116, 3.103, 2.946)  0.07
C (3.024, -2.576, -3.704)  -0.11
C (2.171, -3.682, -3.340)  -0.53
C (2.202, -4.739, -4.423)  -0.03
O (2.717, -4.121, -2.124)  -0.05
H (2.776, -2.177, -4.688)  0.08
H (4.063, -2.856, -3.878)  0.10
H (2.931, -1.696, -3.068)  0.07
H (1.195, -3.210, -3.225)  0.13
H (2.571, -5.710, -4.091)  0.08
H (2.928, -4.473, -5.191)  0.07
H (1.224, -4.936, -4.861)  0.08
H (2.968, -3.344, -1.620)  0.04
C (-3.085, 5.390, 0.150)  -0.08
C (-1.783, 6.081, 0.540)  -0.48
C (-1.053, 5.085, 1.461)  -0.06
O (-0.933, 6.326, -0.564)  -0.03
H (-3.713, 5.361, 1.041)  0.09
H (-2.825, 4.421, -0.276)  0.06
H (-3.650, 5.959, -0.588)  0.08
H (-2.166, 6.994, 0.997)  0.13
H (-0.054, 5.412, 1.747)  0.07
H (-0.935, 4.172, 0.878)  0.04
H (-1.604, 4.700, 2.319)  0.08
H (-1.440, 6.578, -1.340)  0.08
C (-0.383, -5.320, 0.593)  -0.03
C (0.376, -5.085, 1.962)  -0.45
C (0.279, -3.649, 2.449)  -0.08
O (-0.238, -5.928, 2.964)  -0.06
H (-1.427, -5.009, 0.633)  0.07
H (-0.298, -6.368, 0.305)  0.07
H (0.218, -4.803, -0.155)  0.06
H (1.446, -5.259, 1.844)  0.13
H (-0.674, -3.241, 2.112)  0.06
H (1.038, -2.977, 2.046)  0.01
H (0.485, -3.612, 3.519)  0.08
H (0.110, -6.799, 2.758)  0.08
O (-0.879, -2.053, -4.653)  0.09
C (-0.372, -1.090, -5.069)  -0.71
N (-0.080, -1.074, -6.349)  0.16
C (0.108, 0.019, -4.246)  -0.02
H (-0.387, -1.855, -6.912)  0.12
H (0.798, -0.652, -6.613)  0.10
H (-0.399, 0.955, -4.481)  0.06
H (1.173, 0.238, -4.324)  0.09
H (-0.100, -0.272, -3.217)  0.07

Calculated values
HOMO level, eV: -9.610
DFT total energy, a.u.: -4982.4512
Kohn-Sham gap, eV: 10.07
SMILES string: CC(N)=O.CC(C)O.CC(C)O.CC(C)O.CC(C)O.ClCCCl.ClCCCl.ClCCCl.ClCCCl
Strongest force on any atom, hartree/bohr: 0.114